# 1
Below is an isolated ion of composition C4H12N3 and charge +1, with properties calculated with ωB97M-V/def2-TZVPD.

```
19
Properties=species:S:1:pos:R:3:forces:R:3
H -1.73309 2.73253 -1.06966 0.7 -0.2 0.1
N -1.88801 2.08972 -0.30289 -2.7 0.4 2.1
C -1.43101 0.93092 -0.32572 1.7 0.6 -2.6
N -0.47189 0.68556 -1.31833 0.5 -0.2 -2.3
C 0.34484 -0.46321 -1.47908 0.4 -2.5 1.6
C 1.43928 -0.48984 -0.29281 -0.2 -1.9 0.5
C 0.99499 -1.48705 0.94492 1.6 0.1 -1.0
N 0.57462 -0.83882 2.29120 2.0 2.9 -0.7
H -1.73856 0.06392 0.30842 0.3 0.9 -0.2
H -0.28500 1.39328 -2.08129 -0.9 -0.9 1.8
H 0.84299 -0.58827 -2.47834 -0.4 0.8 1.0
H -0.25264 -1.48508 -1.42901 0.9 1.9 0.1
H 1.78567 0.51233 0.05528 -0.4 -0.7 -0.4
H 2.30564 -1.06396 -0.65436 0.0 0.6 0.0
H 1.89907 -2.24406 1.16166 -2.5 1.6 -0.3
H 0.06936 -1.92683 0.55309 0.6 -0.6 0.5
H 0.61421 0.25157 2.22949 -0.5 -2.2 -0.1
H -0.33757 -1.12934 2.57290 -0.9 -0.2 0.3
H 1.23824 -1.01626 3.05819 -0.3 -0.4 -0.3
```
Positions in Å, forces in eV/Å.

M = 102.161 g/mol
HOMO-LUMO gap = 8.3 eV
F_max = 3.580 eV/Å
charge = +1
E_tot = -8804.14753 eV

***

# 2
Below is one molecule with the formula C7H12FNOS, with properties calculated with ωB97M-V/def2-TZVPD.

```
23
Properties=species:S:1:pos:R:3:forces:R:3
C -0.60050 -0.70669 0.91897 0.4 0.8 0.9
C -0.39248 0.69661 1.35276 -0.4 -1.2 1.8
C -2.19976 0.56176 -0.62854 3.7 -1.7 -3.1
C -1.14166 1.67611 -0.75641 -0.8 -0.2 -0.7
C -1.39967 -0.74496 -0.35274 -1.4 -1.8 -0.5
C -0.59645 1.71755 0.57851 0.5 4.6 2.1
C 3.24214 -1.06989 -0.13626 -1.7 0.0 -1.0
N 0.72930 -1.21922 0.64311 0.9 0.8 1.6
O 1.39758 0.39589 -1.25068 0.1 0.1 -0.7
F -2.37780 -1.75330 -0.13096 -0.4 -0.1 -0.2
S 1.74399 0.00026 0.12138 2.1 -1.3 0.5
H -0.99136 -1.20735 1.84216 -0.3 -0.2 -1.4
H -0.11506 0.68715 2.40295 0.4 0.9 -0.2
H -2.84017 0.58683 0.16920 -1.6 0.9 2.0
H -2.73286 0.45754 -1.54451 -0.6 -0.3 -0.7
H -0.25469 1.43262 -1.38024 -1.1 -0.2 -0.3
H -1.57322 2.62071 -1.11947 0.2 -0.2 0.4
H -0.72349 -1.26454 -1.11681 -1.2 1.7 0.2
H -0.40560 2.75303 1.01879 -0.1 -1.4 -0.5
H 3.88412 -0.33231 -0.58046 0.4 0.0 -0.9
H 3.75502 -1.39967 0.73104 -0.1 -0.4 1.1
H 2.92813 -1.92541 -0.79695 0.6 1.0 0.4
H 0.66448 -1.96271 0.01519 0.3 -1.7 -1.2
```
Positions in Å, forces in eV/Å.

M = 177.244 g/mol
HOMO-LUMO gap = 9.6 eV
F_max = 5.076 eV/Å
E_tot = -24541.26801 eV

***

# 3
Below is a 2-piece molecular cluster, C2H7ClN3 overall, with properties calculated with ωB97M-V/def2-TZVPD.

```
13
Properties=species:S:1:pos:R:3:forces:R:3
C -0.90265 -0.80096 0.33115 -0.8 2.5 -1.1
C 2.07858 0.98732 0.12626 -0.1 0.5 -0.2
N -0.67307 -1.48342 -0.77599 -0.5 -0.3 0.4
N 0.85549 1.14963 0.39849 1.2 0.6 -0.4
N -1.83699 0.15252 0.33149 -0.4 -2.6 -1.8
Cl 2.61219 -0.58846 -0.06629 1.0 -1.4 0.0
H -1.16170 -1.38994 -1.68570 0.2 0.2 1.3
H -0.02214 -2.22882 -0.73505 0.7 -0.6 0.0
H -0.27622 -0.73074 1.24218 -0.2 -1.2 -1.0
H -1.74521 0.84292 1.00565 -0.3 1.4 1.3
H 0.74577 2.14115 0.31204 -0.7 1.0 0.4
H 2.87823 1.74197 -0.06987 -0.9 -0.4 0.2
H -2.55228 0.20683 -0.41437 0.8 0.2 0.9
```
Positions in Å, forces in eV/Å.

M = 108.552 g/mol
HOMO-LUMO gap = 11.1 eV
F_max = 3.255 eV/Å
charge = +1
E_tot = -19173.34211 eV

***

# 4
Below is an isolated ion of composition C6H6NO and charge +1, with properties calculated with ωB97M-V/def2-TZVPD.

```
14
Properties=species:S:1:pos:R:3:forces:R:3
C 0.67164 1.55360 0.09477 -0.5 3.1 1.3
C -0.69706 1.88893 -0.08904 0.2 -2.1 -0.3
C 1.34362 0.35877 0.15948 1.3 1.2 -0.2
C 0.83436 -0.87739 -0.14676 -0.3 1.1 0.8
C -1.78327 1.06008 -0.13452 1.0 -0.1 1.1
C -1.42687 -1.75958 0.15506 -4.1 -4.0 2.0
N -0.47428 -1.06852 -0.14444 2.5 0.6 -1.6
O -2.77189 0.53921 0.07067 -0.6 0.2 -0.5
H 1.35578 2.47688 0.33307 -1.6 -1.7 -0.8
H -1.16807 2.82138 -0.19640 0.5 1.9 -0.2
H 2.42973 0.56985 0.23377 -0.7 -1.0 -0.1
H 1.60975 -1.54328 -0.45600 -0.4 -1.4 -0.3
H -1.46932 -2.57572 1.03216 0.6 1.8 -1.7
H -2.47406 -1.70950 -0.35960 2.1 0.3 0.6
```
Positions in Å, forces in eV/Å.

M = 108.120 g/mol
HOMO-LUMO gap (spin up / spin down) = 7.9 / 7.9 eV
F_max = 6.061 eV/Å
charge = +1
E_tot = -9846.22500 eV

***

# 5
Below is one molecule with the formula CF4N2O, with properties calculated with ωB97M-V/def2-TZVPD.

```
8
Properties=species:S:1:pos:R:3:forces:R:3
F -1.51464 1.10964 0.00056 -0.1 0.3 0.2
N -1.51448 -0.21605 -0.32801 2.5 -0.1 -1.2
F -2.10799 -0.80099 0.71584 0.1 -0.3 0.7
N 0.01967 -0.76028 -0.19883 -3.3 -1.4 1.1
O 0.82062 -0.24655 -1.24321 0.7 0.7 -1.4
C 1.10952 0.07517 0.02755 0.2 0.7 0.8
F 1.01988 1.32369 0.43876 0.0 0.0 -0.2
F 2.16742 -0.48462 0.58733 0.1 0.0 -0.1
```
Positions in Å, forces in eV/Å.

M = 132.016 g/mol
HOMO-LUMO gap = 12.2 eV
F_max = 3.782 eV/Å
E_tot = -16927.27863 eV

***

Number 1 is which compound? C4H12N3

***

The highest E_tot belongs to which entry? C4H12N3